Here is a cluster of 8 separate species, C30H62N9O9 in total in a non-equilibrium geometry from the OMol25 dataset. Energies are from the ωB97M-V functional and the def2-TZVPD basis.

Geometry (Å):
O (3.859, -3.917, 2.901)
O (-3.610, -0.980, 5.942)
O (-2.307, 7.930, -6.843)
O (-5.687, -2.537, 1.344)
O (3.761, -8.333, 0.442)
O (-4.850, -3.129, 3.326)
O (1.099, 6.333, -5.498)
O (1.197, 4.692, 2.516)
O (2.495, 1.714, -1.337)
N (-0.623, -1.649, -0.182)
N (4.416, -6.060, 3.270)
N (1.657, 2.265, -3.344)
N (-4.282, -2.289, 7.629)
N (-1.268, -0.246, 1.641)
N (2.763, -10.301, 0.856)
N (0.314, 6.866, -7.535)
N (0.300, 3.651, 4.284)
N (-3.890, 9.395, -7.443)
C (-2.805, -3.238, 5.925)
C (0.861, 3.033, -4.290)
C (3.629, -9.516, 0.162)
C (0.518, 4.764, 3.525)
C (-3.535, -1.686, 2.072)
C (0.356, 6.963, -8.979)
C (2.479, -11.713, 0.668)
C (0.739, -1.063, -0.040)
C (1.255, 6.352, -6.713)
C (-4.739, -2.539, 2.312)
C (-1.504, -1.289, 0.830)
C (2.515, 5.807, -7.352)
C (6.101, -4.546, 2.350)
C (-3.495, 8.219, -6.903)
C (4.704, -4.805, 2.859)
C (-0.491, 3.511, 5.495)
C (5.289, -7.221, 3.288)
C (-2.672, -2.018, 1.049)
C (-4.566, 7.293, -6.381)
C (-5.240, 9.907, -7.597)
C (0.985, 3.575, -1.385)
C (-0.119, 6.053, 3.983)
C (-4.380, -3.508, 8.412)
C (1.519, -1.623, 1.168)
C (0.955, -2.910, 1.764)
C (1.771, 2.442, -2.006)
C (-3.590, -2.079, 6.488)
C (4.411, -10.165, -0.955)
C (-3.244, -0.595, 2.895)
C (-2.093, 0.106, 2.656)
H (-1.205, 5.957, 4.015)
H (0.317, 3.827, -3.795)
H (-2.308, -2.913, 5.016)
H (-1.820, 0.948, 3.267)
H (2.215, 1.504, -3.699)
H (0.406, -3.507, 1.047)
H (2.271, -9.810, 1.585)
H (6.838, -4.749, 3.128)
H (-1.287, 2.784, 5.320)
H (-1.007, -1.320, -1.065)
H (1.633, -0.835, 1.908)
H (6.313, -5.168, 1.481)
H (-4.010, -3.330, 9.422)
H (0.289, -2.667, 2.595)
H (1.271, -1.311, -0.948)
H (-3.885, -0.343, 3.722)
H (-4.088, 6.404, -5.983)
H (-2.885, -2.875, 0.433)
H (2.520, -1.836, 0.815)
H (0.150, 2.373, -4.792)
H (1.280, 6.554, -9.374)
H (6.274, -6.968, 2.914)
H (-5.134, 7.774, -5.584)
H (-3.126, 9.966, -7.769)
H (3.170, 5.437, -6.568)
H (3.038, 6.589, -7.903)
H (-5.421, -3.825, 8.475)
H (0.246, 6.334, 4.971)
H (0.137, 3.151, 6.311)
H (-5.457, -3.170, 0.650)
H (-0.086, 3.434, -1.545)
H (0.143, 6.835, 3.278)
H (-3.467, -4.069, 5.683)
H (2.710, -12.264, 1.580)
H (-5.452, 10.084, -8.652)
H (-0.483, 6.416, -9.413)
H (-5.245, 7.000, -7.182)
H (1.186, 3.597, -0.317)
H (-0.942, 4.452, 5.788)
H (3.469, -6.173, 3.593)
H (-4.784, -1.476, 7.951)
H (0.678, 0.028, -0.026)
H (5.032, -10.974, -0.570)
H (-0.435, 0.315, 1.502)
H (5.384, -7.594, 4.310)
H (-2.049, -3.573, 6.637)
H (2.280, 4.986, -8.031)
H (6.176, -3.502, 2.062)
H (0.279, 8.008, -9.283)
H (1.514, 3.480, -5.039)
H (-3.798, -4.305, 7.963)
H (0.766, 2.832, 3.927)
H (-5.342, 10.850, -7.060)
H (3.071, -12.120, -0.144)
H (1.745, -3.504, 2.197)
H (1.284, 4.531, -1.815)
H (4.863, -8.004, 2.660)
H (-0.515, 7.227, -7.071)
H (1.423, -11.853, 0.436)
H (-5.967, 9.203, -7.209)
H (5.052, -9.415, -1.407)
H (3.739, -10.559, -1.717)

Atoms 1-2, force components in eV/Å:
O -0.024 -0.023 -0.017
O 0.064 0.030 -0.138

Results
Spin multiplicity ... 1
Total charge ... +1
LUMO energy ... -3.47 eV
Orbital gap ... 6.67 eV
Energy ... -2350.15952 hartree